A structure of composition C25H34AuN4O2S. Source: the Open Molecules 2025 dataset; level of theory: wB97M-V/def2-TZVPD.

Results
Relative energy (zero: lowest compared OMol25 entry of this formula, charge and spin), kcal per mole: 65.75
Total charge: +1
HOMO, eV: -9.3
Orbital gap, eV: 5.892
Strongest force on any atom, eV/Å: 0.2

Each line ends with the Mulliken charge.
Positions of all 67 atoms, in Å:
Au: 0.49670 -0.67162 0.35240  0.411
O: -3.08669 -0.98500 1.47895  -0.256
C: -3.84401 -0.21150 1.10441  0.704
C: -4.73575 0.67210 0.65793  -1.089
C: -4.73887 2.07320 1.01070  0.056
C: -3.79135 2.85257 1.56804  -0.931
C: -2.43351 2.53997 1.96981  -0.067
C: -1.43834 1.89692 1.32676  -0.151
C: -0.15858 1.72460 2.01675  0.456
N: 0.69820 0.84079 1.70993  -0.162
C: 1.97438 0.75948 2.44782  -0.593
C: 3.17260 0.51192 1.51524  -0.757
N: 2.85851 -0.61472 0.67783  -0.349
C: 3.58007 -1.05578 -0.26757  -0.283
C: 3.16853 -2.07690 -1.22588  0.571
C: 4.23407 -2.58557 -1.99812  -0.691
C: 4.07531 -3.54371 -2.96584  -0.745
C: 2.78544 -4.02031 -3.21227  -0.327
C: 1.71603 -3.53328 -2.50322  -0.509
C: 1.84567 -2.55726 -1.48918  0.697
O: 0.70087 -2.21387 -0.92353  -0.943
H: -5.59604 0.23383 0.16904  0.478
H: -5.69388 2.55320 0.83049  0.416
H: -4.11591 3.84304 1.86922  0.430
H: -2.14606 2.96008 2.93268  0.396
H: 0.03949 2.40629 2.84674  0.420
H: 1.88622 -0.09347 3.12306  0.279
H: 2.11684 1.66762 3.03732  0.447
H: 4.04659 0.32907 2.14897  0.417
H: 3.37880 1.41181 0.92475  0.308
H: 4.59441 -0.66418 -0.42998  0.333
H: 5.22693 -2.19745 -1.79749  0.280
H: 4.92424 -3.91420 -3.52263  0.400
H: 2.62018 -4.77343 -3.97267  0.372
H: 0.71279 -3.89138 -2.69346  0.423
C: 0.51224 5.51063 -3.26783  -1.437
C: 0.55465 4.02813 -2.91545  0.033
C: 0.66878 3.74968 -1.41843  -0.139
C: -0.48696 4.30869 -0.59412  -1.255
N: -1.81192 3.89856 -1.08236  -0.064
C: -2.29826 2.67010 -1.12873  -0.288
S: -1.55048 1.27202 -0.33649  -0.071
N: -3.28969 2.36122 -1.93770  0.147
C: -3.76363 3.13474 -3.08667  -0.477
C: -4.09870 2.21446 -4.25571  -1.064
C: -2.89144 1.68116 -5.02695  -0.331
C: -1.93672 0.78960 -4.23573  -0.766
H: 0.51625 5.65524 -4.34741  0.415
H: 1.37823 6.03481 -2.85970  0.337
H: -0.38309 6.00447 -2.88136  0.300
H: 1.40145 3.55540 -3.41533  0.522
H: -0.33424 3.52679 -3.31538  -0.268
H: 1.58008 4.21033 -1.02576  0.536
H: 0.76611 2.67565 -1.24630  0.029
H: -0.49093 5.39635 -0.64387  0.633
H: -0.39043 4.04337 0.45702  0.266
H: -2.34818 4.60872 -1.55893  0.442
H: -3.68748 1.44095 -1.80002  0.469
H: -2.97085 3.82895 -3.37941  0.297
H: -4.63633 3.72166 -2.79190  0.291
H: -4.73639 2.77895 -4.93830  0.404
H: -4.71486 1.38487 -3.89047  0.352
H: -2.34051 2.52893 -5.44613  0.280
H: -3.27008 1.12127 -5.88382  0.352
H: -1.35640 1.34928 -3.49924  -0.066
H: -1.21953 0.31422 -4.90369  0.425
H: -2.46844 -0.00955 -3.71294  0.252

***

A cluster of 2 separate species, C24H31N2O in total in a non-equilibrium geometry. Source: the Open Molecules 2025 dataset; level of theory: wB97M-V/def2-TZVPD.

Results
Relative energy (zero: lowest compared OMol25 entry of this formula, charge and spin), kcal per mole: 59.26
Total charge: +1
HOMO, eV: -9.4
Orbital gap, eV: 3.672
Strongest force on any atom, eV/Å: 2.1

Each line ends with the Mulliken charge.
Positions of all 58 atoms, in Å:
C: 2.89044 -2.22568 -2.84104  -0.891
N: 2.70613 -0.82111 -2.96865  0.101
C: 2.26912 -0.24689 -4.20430  -1.057
C: 0.85483 0.36575 -4.18537  -0.567
C: 0.22122 0.42183 -2.80275  0.630
N: -1.14318 0.57725 -2.67161  0.114
C: -1.96434 0.84639 -3.84819  -0.478
C: -3.31655 1.44439 -3.47044  -0.744
O: -3.96568 0.67933 -2.45413  -0.370
C: -3.21260 0.60818 -1.24675  -0.630
C: -1.79011 0.07782 -1.45154  0.421
C: 1.04165 0.41078 -1.70065  -0.317
C: 2.45950 -0.01564 -1.78380  -0.797
H: 3.58478 -2.43200 -2.00899  0.294
H: 1.93901 -2.75893 -2.62454  0.279
H: 3.29850 -2.62809 -3.78335  0.344
H: 2.98534 0.56259 -4.42642  0.247
H: 2.37821 -1.02443 -4.97229  0.418
H: 0.94640 1.38081 -4.60538  0.399
H: 0.24483 -0.21398 -4.89519  0.296
H: -1.44159 1.54874 -4.50888  0.363
H: -2.14554 -0.08606 -4.41917  0.297
H: -3.19062 2.50066 -3.16092  0.343
H: -4.00921 1.36877 -4.31944  0.344
H: -3.17105 1.60116 -0.75288  0.370
H: -3.79032 -0.09748 -0.62936  0.279
H: -1.85213 -1.03017 -1.46519  0.176
H: -1.20420 0.34252 -0.56561  -0.477
H: 0.70915 0.76827 -0.72700  0.133
H: 2.76651 -0.58850 -0.89676  0.404
H: 3.11777 0.87480 -1.86700  0.137
C: -2.70758 -3.17349 5.47662  -1.418
C: -2.04038 -2.09286 4.69183  1.116
C: -2.81639 -1.29855 3.83345  -0.717
C: -2.22852 -0.31663 3.06403  -0.761
C: -0.82239 -0.05753 3.13713  0.543
C: -0.28355 0.91071 2.25765  -0.468
C: 1.07743 1.26434 2.06872  0.813
C: 1.36479 2.56099 1.54131  -0.386
C: 2.67047 2.97349 1.33623  -0.694
C: 3.73669 2.13694 1.70674  -0.340
C: 3.47883 0.85662 2.21750  -0.942
C: 2.17279 0.38834 2.32356  -0.207
C: -0.08010 -0.78198 4.12371  -0.447
C: -0.66704 -1.83192 4.81465  -0.868
H: -1.97071 -3.83732 5.93956  0.372
H: -3.33881 -2.74905 6.27051  0.320
H: -3.36943 -3.76726 4.83247  0.375
H: -3.89101 -1.47765 3.77069  0.420
H: -2.82468 0.28616 2.37358  0.399
H: -1.01415 1.51795 1.71677  0.352
H: 0.52756 3.22915 1.32408  0.361
H: 2.86566 3.95855 0.90545  0.429
H: 4.76598 2.48735 1.59834  0.419
H: 4.30841 0.21772 2.53124  0.388
H: 1.98266 -0.65203 2.58980  0.765
H: 0.95136 -0.50053 4.33787  0.773
H: -0.06415 -2.46260 5.47406  0.339

***

An isolated molecule of C5H9NO2. Source: the Open Molecules 2025 dataset; level of theory: wB97M-V/def2-TZVPD.

Results
Relative energy (zero: lowest compared OMol25 entry of this formula, charge and spin), kcal per mole: 103.91
Total charge: 0
HOMO (alpha / beta), eV: -6.9 / -6.9
Orbital gap (alpha / beta), eV: 7.516 / 7.521
Strongest force on any atom, eV/Å: 0.7

Each line ends with the Mulliken charge.
Positions of all 17 atoms, in Å:
C: -0.15885 0.15880 1.60160  -0.824
C: 2.30852 -0.67431 -0.17473  -1.102
C: -1.76555 1.34358 -1.03198  -1.059
N: 0.20644 -1.19732 1.09401  -0.350
C: 0.83319 -0.77730 -0.04287  0.739
C: -1.42345 -0.03515 -0.58033  0.719
O: 0.08840 -0.33296 -1.00903  -0.345
O: -2.11988 -0.99015 -0.43580  -0.518
H: -0.65065 -1.71495 0.88303  0.323
H: -0.10459 0.23140 2.68664  0.262
H: 0.34828 0.97758 1.09674  0.244
H: 2.76891 -0.74321 0.80859  0.324
H: 2.60014 0.24596 -0.68268  0.320
H: 2.67246 -1.51561 -0.77632  0.324
H: -2.05964 1.31389 -2.08628  0.339
H: -2.61406 1.68361 -0.44037  0.333
H: -0.92968 2.02614 -0.91023  0.270

***

A structure of composition C6H12N2O in a non-equilibrium geometry. Source: the Open Molecules 2025 dataset; level of theory: wB97M-V/def2-TZVPD.

Results
Relative energy (zero: lowest compared OMol25 entry of this formula, charge and spin), kcal per mole: 148.36
Total charge: 0
HOMO, eV: -8.6
Orbital gap, eV: 9.543
Strongest force on any atom, eV/Å: 6.1

Each line ends with the Mulliken charge.
Positions of all 21 atoms, in Å:
C: -1.33700 1.54038 -0.14510  -1.370
C: -1.24776 0.01915 -0.04484  1.059
C: -0.39625 -0.60708 1.13429  -0.190
C: 0.97580 0.12282 1.22669  -0.958
C: 1.27005 0.24596 -0.33135  0.068
C: -0.01867 -0.64241 -0.79231  -0.577
H: -1.67431 1.93354 -1.18729  0.242
H: -0.50855 2.09090 0.28626  0.480
H: -2.36214 1.73689 0.47789  0.323
H: -2.98420 -1.01431 0.25321  0.296
H: -1.80938 -1.72389 -0.84137  0.395
H: -0.50259 -1.15759 2.05603  0.431
H: 1.87019 -0.42718 1.51640  0.412
H: 1.36675 1.00054 2.01104  0.168
H: 0.84569 1.38835 -0.63026  0.265
H: 3.45737 0.36344 -1.43183  0.263
H: 2.93413 -1.26589 -0.71483  0.265
H: -0.16916 -1.06923 -1.82751  0.325
N: -2.34812 -0.74880 -0.54913  -0.743
N: 2.66473 -0.08955 -0.60493  -0.657
O: -0.02657 -1.69604 0.13892  -0.500

***

An isolated molecule of C6H8O2S2 in a non-equilibrium geometry. Source: the Open Molecules 2025 dataset; level of theory: wB97M-V/def2-TZVPD.

Results
Relative energy (zero: lowest compared OMol25 entry of this formula, charge and spin), kcal per mole: 82.15
Total charge: 0
HOMO, eV: -7.4
Orbital gap, eV: 6.361
Strongest force on any atom, eV/Å: 5.8

Each line ends with the Mulliken charge.
Positions of all 18 atoms, in Å:
C: -1.02566 -0.20850 0.15861  0.379
C: -0.86469 -1.47804 0.20684  0.249
C: 0.32462 0.47109 0.71907  0.284
C: 1.21054 0.41244 -0.29991  -0.694
C: 0.76580 -2.95578 -0.41656  -0.571
C: -1.81451 2.29500 -0.01163  -0.680
O: 0.36369 0.85639 1.85276  -0.616
O: -0.28330 -2.59083 0.51245  -0.327
S: 2.70007 1.50041 -0.31012  -0.273
S: -2.32934 0.63668 -0.51428  -0.080
H: 0.81389 0.02657 -1.18393  0.481
H: 0.41633 -3.54705 -1.16031  0.325
H: 1.36533 -3.54577 0.35878  0.227
H: 1.21076 -2.11035 -0.72645  0.319
H: -2.45586 3.08242 -0.51864  0.359
H: -0.66362 2.43444 -0.35936  0.211
H: -2.08572 2.32283 1.07889  0.264
H: 2.35167 2.39806 0.61379  0.143

***

A cluster of 4 separate species, C4H12O3 in total in a non-equilibrium geometry. Source: the Open Molecules 2025 dataset; level of theory: wB97M-V/def2-TZVPD.

Results
Relative energy (zero: lowest compared OMol25 entry of this formula, charge and spin), kcal per mole: 86.13
Total charge: 0
HOMO, eV: -8.7
SMILES: C=CC=C.O.O.O
Orbital gap, eV: 9.096
Strongest force on any atom, eV/Å: 5.8

Each line ends with the Mulliken charge.
Positions of all 19 atoms, in Å:
C: -3.79210 -0.78921 -0.01266  -0.580
C: -3.99828 -2.11297 -0.20020  -0.062
C: -5.19885 -2.64186 -0.77320  -0.291
C: -5.83057 -2.05922 -1.86008  -0.492
H: -4.53859 -0.05244 -0.23211  0.276
H: -2.68773 -0.27166 -0.07268  0.160
H: -3.31569 -2.87766 0.05208  0.329
H: -5.49820 -3.72083 -0.45563  0.252
H: -6.30120 -2.86475 -2.56691  0.204
H: -5.89188 -0.90069 -2.02447  0.204
H: 5.80074 2.67471 0.24384  0.377
H: 5.79769 4.19335 0.40169  0.276
O: 6.32157 3.50541 0.11395  -0.636
H: 3.19964 2.66473 -0.77942  0.286
H: 3.41259 1.39427 0.09972  0.343
O: 3.91363 2.29542 -0.31300  -0.645
H: 6.62496 0.14027 2.27217  0.312
H: 6.13808 0.91309 3.46341  0.316
O: 5.84420 0.51005 2.64350  -0.630

***

| no. | electronic energy (a.u.) |
| --- | --- |
| 1 | -1876.104030 |
| 2 | -1117.532189 |
| 3 | -401.011163 |
| 4 | -420.347470 |
| 5 | -1180.057661 |
| 6 | -385.184498 |